CFN2O | wB97M-V/def2-TZVPD

The geometry in XYZ format:
```
5
CFN2O, DFT wB97M-V/def2-TZVPD
C -0.5212 0.3095 0.4233
N -1.5209 0.7181 0.7417
N 0.7499 0.0269 0.1289
O 1.3742 -1.0602 0.3223
F -0.0819 0.0057 -1.6162
```

## Properties
HOMO = -4.38 eV
net charge = -1
relative energy (zero: lowest compared OMol25 entry of this formula, charge and spin) = 5.2 kcal per mole